16
Properties=species:S:1:pos:R:3 method="wB97M-V/def2-TZVPD" total_energy_ha=-288.7682 max_force_ev_per_a=0.5 smiles=Cc1cc[nH]c1C lumo_energy_ev=1.05 orbital_gap_ev=8.9 homo_ev=-7.8
C 0.235 1.259 -1.632
C -0.110 0.651 -0.295
C -1.367 0.980 0.292
C -1.687 0.007 1.192
N -0.635 -0.866 1.226
C 0.347 -0.486 0.339
C 1.623 -1.267 0.336
H -0.712 1.359 -2.176
H 0.872 0.607 -2.233
H 0.687 2.256 -1.613
H -1.958 1.849 0.039
H -2.602 -0.181 1.732
H -0.609 -1.730 1.738
H 2.293 -0.994 -0.482
H 1.441 -2.348 0.271
H 2.182 -1.097 1.267